(w)
This record from the OMol25 dataset describes one molecule with the formula C3H5NOS2. The level of theory is wB97M-V/def2-TZVPD.

Calculated values
Total charge: 0
E_LUMO, eV: -0.375
Structure (SMILES): S=COC/C=N\S
HOMO-LUMO gap, eV: 8.3
Highest occupied orbital energy, Ha: -0.319

The geometry in XYZ format:
```
12
C3H5NOS2, DFT wB97M-V/def2-TZVPD
C 0.091 0.796 -0.081
H 3.400 -1.523 -0.381
H -0.050 -0.296 1.874
H 0.181 0.401 -1.051
O -1.286 1.118 -0.009
S 2.531 -0.513 -0.612
C -2.228 0.174 -0.365
H 0.554 1.878 0.135
H -3.285 0.763 -0.866
C 0.538 -0.302 0.827
N 1.696 -0.943 0.738
S -2.142 -1.554 -0.209
```

Atom charges from the natural (NBO) analysis, given in e for atoms 1 to 6:
1 C -0.1739
2 H 0.1261
3 H 0.2070
4 H 0.2112
5 O -0.5073
6 S 0.1883

(x)
This record from the OMol25 dataset describes one molecule with the formula C3H5NOS2. The level of theory is wB97M-V/def2-TZVPD.

Calculated values
Total charge: 0
E_LUMO, eV: 0.007
Structure (SMILES): S=C(NS)[C@H]1CO1
HOMO-LUMO gap, eV: 8.6
Highest occupied orbital energy, Ha: -0.315

The geometry in XYZ format:
```
12
C3H5NOS2, DFT wB97M-V/def2-TZVPD
H 0.666 -2.322 1.300
C -0.956 0.400 -0.337
S 1.189 2.295 -0.201
H 1.850 0.738 -0.333
H -0.746 2.050 -1.622
S -2.304 -0.040 -1.028
N -0.417 1.673 -0.618
C -0.253 -0.345 0.746
C 0.261 -1.684 0.481
H -0.249 0.112 1.709
O 1.160 -0.519 0.216
H -0.202 -2.357 -0.313
```

Atom charges from the natural (NBO) analysis, given in e for atoms 1 to 6:
1 H 0.2079
2 C 0.0151
3 S 0.0333
4 H 0.2711
5 H 0.4226
6 S -0.0222

Least stable structure: (x)